69
Properties=species:S:1:pos:R:3:lowdin_charge:R:1 method="wB97M-V/def2-TZVPD" charge=+1
K -2.351 1.076 -3.872 0.943
O -0.638 -3.626 -1.756 -0.275
V -1.464 -2.257 -1.790 1.062
O -2.875 -2.588 -1.082 -0.267
C 0.104 1.076 0.125 0.051
C -0.481 -0.121 -0.550 -0.640
O -0.065 -1.291 -0.405 -0.036
O -1.450 0.028 -1.374 -0.160
H -0.015 1.045 1.215 0.107
H -0.271 2.029 -0.232 0.095
H 1.199 1.081 0.074 0.081
C 1.578 -3.878 2.351 -0.133
O 2.031 -2.727 1.636 -0.142
H 0.841 -3.671 3.121 0.078
H 1.163 -4.573 1.609 0.075
H 2.494 -4.389 2.638 0.083
H 1.358 -2.259 1.142 0.034
O -5.291 0.786 -1.905 -0.321
S -5.709 0.938 -0.526 0.599
O -6.300 2.189 -0.129 -0.270
O -6.658 -0.306 -0.228 -0.245
C -7.420 -0.368 0.980 -0.262
C -8.571 -1.369 0.765 -0.052
C -4.292 0.599 0.519 -0.102
H -7.734 0.614 1.324 0.121
H -6.848 -0.813 1.801 0.116
H -9.301 -0.864 0.127 0.081
H -9.098 -1.548 1.699 0.083
H -8.252 -2.279 0.268 0.081
H -3.685 1.490 0.664 0.079
H -3.844 -0.266 0.042 0.043
H -4.701 0.496 1.528 0.074
O 1.102 1.554 4.086 -0.304
S 2.546 1.516 4.085 0.597
O 3.332 2.661 3.802 -0.251
O 3.078 0.946 5.512 -0.256
C 2.434 -0.214 6.046 -0.275
C 3.347 -0.783 7.115 -0.068
C 2.962 0.158 3.002 -0.126
H 2.159 -0.949 5.291 0.109
H 1.538 0.150 6.563 0.123
H 2.797 -1.508 7.724 0.081
H 3.799 -0.138 7.868 0.083
H 4.187 -1.290 6.630 0.079
H 4.027 -0.068 3.055 0.088
H 2.867 0.573 1.996 0.033
H 2.354 -0.734 3.084 0.043
O 2.660 1.485 -3.748 -0.251
S 1.517 0.656 -4.033 0.645
O 0.181 1.059 -3.643 -0.428
O 1.500 0.490 -5.639 -0.259
C 2.642 -0.050 -6.296 -0.288
C 2.624 0.331 -7.755 -0.049
C 1.766 -1.067 -3.492 -0.062
H 2.527 -1.146 -6.241 0.120
H 3.615 0.165 -5.849 0.131
H 3.107 -0.373 -8.424 0.089
H 3.087 1.313 -7.870 0.088
H 1.572 0.432 -8.030 0.086
H 1.326 -1.717 -4.243 0.077
H 1.297 -1.072 -2.509 0.045
H 2.838 -1.218 -3.403 0.090
C 2.723 3.680 -1.130 0.045
N 3.609 3.318 0.011 -0.420
O 4.308 4.181 0.488 0.106
O 3.573 2.159 0.402 0.032
H 3.236 4.298 -1.860 0.104
H 1.841 4.232 -0.813 0.103
H 2.466 2.718 -1.561 0.056

59
Properties=species:S:1:pos:R:3:lowdin_charge:R:1 method="wB97M-V/def2-TZVPD" smiles="NOC(=O)O[PH2]=O.COCCOC.COCCOC.COCCOC" charge=0 relative_energy_ev=6.196
N -0.095 -0.262 5.732 0.028
O -0.383 0.963 6.272 -0.075
C -1.477 1.601 5.610 -0.434
O -1.219 2.307 4.595 0.110
O -2.846 1.559 6.024 -0.191
P -3.715 0.314 5.242 0.759
O -2.845 -0.769 4.584 -0.443
H -0.642 -1.024 6.156 0.101
H -0.134 -0.268 4.703 0.086
H -4.471 -0.353 6.287 0.037
H -4.678 0.772 4.284 0.031
C -0.271 -1.507 1.651 -0.095
O 0.766 -0.626 2.071 -0.199
C 1.836 -1.313 2.716 -0.205
C 3.000 -1.562 1.761 -0.196
O 2.632 -2.448 0.707 -0.194
C 2.309 -1.758 -0.495 -0.108
H -0.880 -0.982 0.912 0.069
H 0.116 -2.421 1.199 0.088
H -0.905 -1.758 2.508 0.082
H 1.482 -2.251 3.160 0.127
H 2.184 -0.669 3.531 0.120
H 3.810 -2.047 2.317 0.123
H 3.389 -0.621 1.359 0.127
H 3.228 -1.463 -1.007 0.078
H 1.694 -0.873 -0.311 0.084
H 1.749 -2.439 -1.140 0.092
C 4.879 2.515 -4.108 -0.110
O 4.918 1.524 -5.128 -0.195
C 5.324 0.250 -4.634 -0.198
C 4.125 -0.658 -4.372 -0.194
O 3.300 -0.148 -3.326 -0.213
C 2.164 0.548 -3.822 -0.106
H 4.278 3.350 -4.472 0.090
H 4.437 2.143 -3.182 0.082
H 5.894 2.876 -3.912 0.088
H 5.938 0.362 -3.733 0.125
H 5.948 -0.209 -5.407 0.124
H 4.493 -1.635 -4.041 0.124
H 3.541 -0.814 -5.286 0.126
H 1.400 -0.170 -4.133 0.088
H 2.414 1.201 -4.662 0.084
H 1.762 1.163 -3.013 0.091
C -3.239 -1.089 -1.288 -0.106
O -4.012 -0.800 -0.130 -0.191
C -3.648 0.441 0.471 -0.199
C -4.600 1.561 0.061 -0.198
O -4.516 1.836 -1.336 -0.193
C -5.559 1.215 -2.076 -0.112
H -3.762 -1.859 -1.859 0.091
H -3.101 -0.215 -1.927 0.085
H -2.263 -1.483 -0.986 0.075
H -2.610 0.697 0.232 0.123
H -3.716 0.303 1.556 0.112
H -4.307 2.477 0.585 0.124
H -5.631 1.328 0.349 0.124
H -6.479 1.798 -1.973 0.087
H -5.740 0.188 -1.751 0.083
H -5.267 1.199 -3.128 0.090

75
Properties=species:S:1:pos:R:3:lowdin_charge:R:1 method="wB97M-V/def2-TZVPD" charge=0
C -0.694 -0.017 0.894 -0.134
N -1.687 0.206 -0.126 -0.048
C -2.925 -0.565 0.153 0.011
C -1.197 0.067 -1.386 -0.478
O 0.009 -0.039 -1.600 -0.188
C -2.124 0.099 -2.577 0.059
B -2.363 -1.332 -3.140 -0.575
O -3.624 -1.899 -3.125 0.275
B -3.624 -3.139 -2.546 -0.322
O -2.431 -3.813 -2.292 0.235
B -1.331 -3.367 -2.976 -0.563
Si 0.349 -4.454 -3.173 0.631
C 1.721 -3.416 -2.411 -0.155
C 0.074 -6.074 -2.269 -0.164
C 0.555 -4.606 -5.055 -0.250
O -1.326 -2.125 -3.623 0.162
H -0.079 -0.923 0.752 0.123
H -0.060 0.873 0.962 -0.083
H -1.241 -0.149 1.896 0.048
H -3.336 -1.082 -0.707 0.061
H -2.726 -1.288 0.934 0.101
H -3.680 0.153 0.471 0.087
H -1.580 0.646 -3.348 0.125
H -3.059 0.629 -2.425 0.137
H -4.649 -3.668 -2.290 0.129
H 2.704 -3.668 -2.802 0.035
H 1.496 -2.359 -2.519 0.027
H 1.744 -3.634 -1.345 0.044
H -0.805 -6.551 -2.694 0.038
H 0.933 -6.731 -2.362 0.035
H -0.121 -5.825 -1.232 0.048
H 1.355 -5.251 -5.401 0.058
H -0.375 -5.032 -5.456 0.018
H 0.656 -3.584 -5.443 -0.118
K 1.541 1.352 0.998 0.918
F -2.029 -0.615 3.082 -0.477
O 6.378 1.711 1.470 -0.260
S 6.187 2.835 0.607 0.562
O 5.082 3.723 0.814 -0.285
O 6.134 2.307 -0.892 -0.250
C 5.227 1.214 -1.146 -0.225
C 3.765 1.656 -1.219 -0.326
C 7.679 3.762 0.529 -0.118
H 5.358 0.442 -0.386 0.115
H 5.536 0.788 -2.097 0.125
H 3.407 1.998 -0.250 -0.010
H 3.112 0.819 -1.549 -0.048
H 3.679 2.486 -1.909 0.022
H 8.499 3.078 0.334 0.081
H 7.780 4.223 1.513 0.001
H 7.609 4.518 -0.249 0.081
Al -0.828 -2.744 -6.599 1.130
C -5.039 0.010 3.933 -0.994
Cl -5.919 0.646 2.529 0.558
Cl -5.648 0.701 5.449 0.491
H -5.169 -1.064 3.961 0.026
H -3.984 0.253 3.829 -0.002
O -6.099 -0.493 -0.525 -0.234
H -5.731 -0.553 -1.422 -0.079
N 1.736 0.235 5.178 -0.632
O 1.538 1.432 4.892 -0.005
O 1.574 -0.624 4.298 0.006
O 2.100 -0.086 6.304 0.042
C 5.930 4.939 3.766 -1.016
Cl 4.875 4.045 4.848 0.557
Cl 7.654 4.577 3.977 0.538
H 5.652 4.668 2.755 -0.024
H 5.787 6.002 3.919 0.030
Br 1.477 1.759 -2.466 0.404
C -8.874 3.848 3.385 -0.170
O -7.504 3.635 3.083 -0.148
H -9.070 4.916 3.328 0.072
H -9.516 3.331 2.664 0.074
H -9.108 3.498 4.394 0.074
H -7.339 2.688 3.135 -0.011

71
Properties=species:S:1:pos:R:3:lowdin_charge:R:1 method="wB97M-V/def2-TZVPD" charge=+2 relative_energy_ev=2.735
C -2.706 1.198 -5.673 -0.014
C -1.699 1.593 -4.569 -0.281
C -0.296 1.139 -4.790 -0.177
O 0.700 1.596 -3.842 -0.195
C 1.986 1.266 -4.342 -0.095
N -1.634 3.138 -4.548 0.247
H -1.178 3.371 -3.677 0.160
H -1.016 3.433 -5.290 0.170
H -2.565 3.503 -4.688 0.163
H -2.930 0.131 -5.666 0.106
H -2.423 1.301 -6.721 0.098
H -3.591 1.831 -5.607 0.091
H -2.147 1.271 -3.629 0.140
H 0.048 1.316 -5.809 0.144
H -0.382 0.126 -4.398 0.150
H 2.691 2.007 -3.965 0.094
H 2.098 1.270 -5.426 0.094
H 2.297 0.272 -4.020 0.093
C 3.521 -2.544 3.071 0.034
C 2.199 -3.138 3.599 -0.341
O 2.097 -3.648 4.717 0.162
N 0.948 -3.040 2.755 0.085
H 0.314 -2.721 3.474 0.104
H 1.017 -2.388 1.987 0.090
C 0.722 -4.470 2.236 0.056
H 4.007 -3.242 2.389 0.100
H 4.148 -2.348 3.941 0.100
H 3.429 -1.612 2.514 0.054
H 0.631 -5.061 3.147 0.104
H 1.582 -4.884 1.710 0.112
H -0.210 -4.369 1.680 0.106
C -3.015 0.605 -0.626 0.015
C -3.211 0.872 0.935 -0.262
O -4.250 1.442 1.308 0.137
N -2.145 0.476 1.937 0.107
H -2.298 -0.475 2.243 0.098
H -1.246 0.417 1.480 0.102
C -2.161 1.317 3.282 0.072
H -3.947 1.000 -1.032 0.084
H -2.881 -0.419 -0.976 0.084
H -2.341 1.215 -1.228 0.055
H -1.508 0.831 4.007 0.094
H -3.213 1.509 3.497 0.102
H -1.763 2.293 3.003 0.085
C 1.616 3.645 1.130 0.025
C 2.530 2.864 0.193 -0.307
O 3.102 3.511 -0.663 0.162
N 2.778 1.329 0.493 0.086
H 2.808 1.287 1.501 0.166
H 1.864 1.029 0.186 0.074
C 3.956 0.697 -0.268 0.045
H 1.356 4.576 0.625 0.106
H 2.072 3.889 2.090 0.107
H 0.726 3.122 1.479 0.071
H 3.752 1.037 -1.283 0.093
H 3.813 -0.377 -0.391 0.092
H 4.877 0.942 0.262 0.117
P -2.392 -2.549 4.143 0.245
F -1.198 -1.555 4.694 -0.194
F -3.476 -1.364 3.887 -0.140
F -1.735 -2.189 2.755 -0.180
F -3.372 -3.747 3.617 -0.129
F -1.153 -3.633 4.318 -0.181
F -3.020 -2.759 5.650 -0.138
P 0.450 -1.011 -0.405 0.272
F -0.539 -1.823 0.593 -0.135
F 1.589 -1.129 0.763 -0.175
F 0.994 -2.509 -0.966 -0.163
F 1.575 -0.267 -1.359 -0.162
F -0.664 -0.873 -1.523 -0.115
F 0.013 0.480 0.089 -0.168

These records have frontier orbital gap values of 6.59 9.02 1.89 10.25 eV, in the order they appear.